Density functional theory data (ωB97M-V/def2-TZVPD) for a structure of composition C3H2CaLiO3 in a non-equilibrium geometry.

```
10
Properties=species:S:1:pos:R:3:forces:R:3
C -1.311 1.421 0.896 1.253 -0.829 0.332
C -2.368 1.628 0.056 -1.488 0.114 -1.444
O -3.218 1.737 -0.696 1.497 -0.219 1.312
H -0.607 2.261 0.923 -0.255 -0.152 -0.169
H -1.608 1.085 1.896 -0.102 0.051 -0.325
O -0.394 -0.749 -0.767 -0.472 0.138 -0.172
C 0.006 -0.249 0.238 -0.295 0.192 -0.341
O 0.904 -0.327 1.018 -0.211 0.625 0.670
Ca 2.248 -0.103 2.920 0.187 -0.016 0.163
Li -0.115 -2.148 -2.067 -0.114 0.096 -0.027
```
Positions in Å, forces in eV/Å.

orbital gap (spin up / spin down) = 4.52 / 9.81 eV
spin multiplicity = 2
⟨S²⟩ = 0.75
charge = +2
ΔE to the lowest compared entry with this formula, charge and spin = 0.793 eV
HOMO level (spin up / spin down) = -12.6 / -17.9 eV
LUMO level (spin up / spin down) = -8.117 / -8.125 eV
max |F| = 2.076 eV/A

Density functional theory data (ωB97M-V/def2-TZVPD) for a cluster of 2 separate species, C17H28NO5P in total in a non-equilibrium geometry.

```
52
Properties=species:S:1:pos:R:3:forces:R:3
C -1.935 -2.235 -6.007 0.075 -0.153 -0.037
C -0.729 -1.591 -5.354 -0.015 0.199 0.719
O -0.539 -2.167 -4.038 -0.697 0.186 -0.642
P -0.242 -1.265 -2.742 2.191 -0.135 0.225
C 1.388 -1.649 -2.231 -0.142 0.769 0.160
C 2.389 -0.656 -2.092 -1.508 -0.749 -0.190
O 3.292 -0.583 -1.262 0.507 0.374 -0.064
O 2.177 0.319 -3.060 0.324 1.035 0.533
C 2.419 1.668 -2.638 0.663 -0.533 -0.469
C 1.462 2.198 -1.599 -0.326 -0.063 0.170
O -0.633 0.161 -2.860 -0.511 -0.377 -0.084
O -1.140 -2.103 -1.688 -1.066 0.106 0.816
C -1.537 -1.489 -0.441 0.490 -0.019 -0.820
C -2.462 -2.438 0.288 -0.014 0.010 -0.346
H -2.184 -1.707 -6.928 0.011 0.017 -0.061
H -1.718 -3.276 -6.264 -0.138 0.056 0.107
H -2.804 -2.197 -5.343 0.178 -0.010 -0.071
H 0.188 -1.780 -5.926 -0.194 0.126 0.084
H -0.886 -0.506 -5.248 0.170 -0.324 -0.025
H 1.582 -2.601 -1.772 -0.172 -0.265 0.279
H 3.444 1.726 -2.254 -0.051 0.119 -0.138
H 2.336 2.249 -3.561 0.077 0.016 0.146
H 1.679 3.256 -1.446 -0.005 0.126 0.034
H 0.426 2.079 -1.923 0.116 -0.060 0.077
H 1.607 1.684 -0.641 -0.067 -0.067 -0.098
H -0.639 -1.281 0.167 -0.013 -0.063 -0.203
H -2.027 -0.523 -0.645 0.141 -0.283 0.004
H -2.666 -2.036 1.280 -0.164 -0.034 0.156
H -3.404 -2.534 -0.260 0.114 -0.060 0.160
H -2.010 -3.429 0.384 -0.024 0.118 0.004
C 1.996 -1.613 3.536 0.687 -0.312 -0.118
N 0.941 -0.597 3.467 0.460 1.741 -0.132
C -0.445 -1.077 3.456 -0.614 -0.312 0.234
C 1.281 0.672 3.349 -0.262 -1.322 -0.079
C 0.371 1.791 3.446 -0.763 0.990 -0.042
C -0.737 1.813 4.335 0.186 -0.212 -0.348
C -1.644 2.865 4.309 0.227 0.119 -0.007
C -1.442 3.947 3.441 0.315 -0.282 -0.040
C -0.311 3.984 2.611 -0.232 -0.051 0.237
C 0.591 2.925 2.619 0.137 -0.571 0.278
H 1.532 -2.601 3.570 0.206 0.243 -0.031
H 2.649 -1.545 2.656 -0.271 -0.039 0.079
H 2.620 -1.471 4.429 -0.351 -0.012 -0.188
H -0.407 -2.150 3.233 -0.126 0.429 -0.016
H -0.932 -0.942 4.434 0.269 -0.167 -0.406
H -1.041 -0.567 2.683 0.388 -0.066 0.297
H 2.340 0.857 3.115 -0.429 -0.108 0.208
H -0.868 1.008 5.060 -0.018 0.305 -0.284
H -2.504 2.853 4.984 0.335 0.031 -0.232
H -2.157 4.770 3.432 0.231 -0.232 -0.038
H -0.139 4.848 1.967 -0.029 -0.332 0.154
H 1.474 2.932 1.978 -0.295 0.093 0.049
```
Positions in Å, forces in eV/Å.

orbital gap = 2.86 eV
charge = 0
ΔE to the lowest compared entry with this formula, charge and spin = 2.331 eV
HOMO level = -5.4 eV
LUMO level = -2.577 eV
max |F| = 2.207 eV/A